Record 1
The following is a DFT calculation (the ωB97M-V functional and the def2-TZVPD basis) of a single C5H9ClN2 molecule in a non-equilibrium geometry.

As for the frontier orbital gap: 10.33 eV. As for the LUMO energy: 0.03341 Eh. Its spin multiplicity is 1.

XYZ file:
```
17
Properties=species:S:1:pos:R:3:forces:R:3
C -0.71274 -1.75383 -0.94442 0.21 -1.81 0.11
C -0.27700 -0.58274 -0.16431 -1.45 1.83 3.36
C -0.32595 0.81378 -0.76678 -1.77 -1.88 -1.60
C 0.38584 1.71977 0.15037 -0.22 -0.08 -0.15
C 1.27110 0.80180 0.94021 -0.06 0.38 3.30
N 0.67991 -0.54102 0.93666 0.77 -1.81 -1.20
N -0.65423 -0.46656 1.42032 -0.73 0.90 -2.35
Cl -1.37975 -1.94805 2.03450 0.75 0.01 0.00
H -1.81476 -2.02657 -0.81851 1.45 0.72 -0.39
H -0.14049 -2.64143 -0.61919 -0.38 0.27 0.08
H -0.37839 -1.62700 -1.98673 -0.67 0.14 0.18
H -1.32907 1.20218 -1.14387 1.19 -0.77 0.59
H 0.31279 0.64316 -1.63191 -0.13 0.24 -0.63
H 0.95306 2.21615 -0.58741 0.93 1.89 0.14
H -0.33492 2.30616 0.65593 -0.20 0.84 0.84
H 2.22268 0.84130 0.48510 1.15 -0.90 -0.68
H 1.52193 1.04290 2.04001 -0.84 0.01 -1.60
```
Forces are in eV/Å.


Record 2
The following is a DFT calculation (the ωB97M-V functional and the def2-TZVPD basis) of 2 unconnected molecules or ions with the total composition C5H9ClN3 in a non-equilibrium geometry.

The total charge is +1. As for the frontier orbital gap: 8.69 eV. As for the LUMO energy: -0.13451 Eh. Its spin multiplicity is 1.

XYZ file:
```
18
Properties=species:S:1:pos:R:3:forces:R:3
C -2.71249 0.43441 0.13785 1.72 -1.66 -0.70
C -1.60708 1.25578 -0.03910 -2.61 2.74 0.15
C -2.42806 -0.91878 0.18469 -1.78 3.64 0.46
C -0.32554 0.84438 -0.00968 2.20 -0.58 0.68
C -0.04150 -0.52847 0.24789 -2.14 0.15 -0.65
N -1.18378 -1.30344 0.36172 2.25 -0.16 -0.64
N 1.16062 -1.10508 0.23412 2.07 2.16 0.86
N 0.71439 1.73172 -0.23263 0.90 1.28 0.89
Cl 4.25291 -0.34512 0.05781 0.37 -1.89 -0.92
H -3.70903 0.77568 0.06805 -0.76 0.34 -0.07
H -1.88769 2.34742 -0.21207 0.95 -1.42 0.19
H -3.27882 -1.51722 0.09551 -0.45 -1.91 0.24
H -1.06950 -2.28167 0.39965 0.52 -1.30 0.21
H 1.30399 -2.06258 0.08040 -0.16 -1.38 -0.09
H 2.09409 -0.59764 0.41623 -2.26 -0.91 -0.55
H 1.64788 1.49471 0.19695 -1.73 0.62 -0.73
H 0.40971 2.73289 -0.06136 0.94 -1.78 -0.32
H 4.10118 0.74968 0.57770 -0.03 2.06 0.98
```
Forces are in eV/Å.


Record 3
The following is a DFT calculation (the ωB97M-V functional and the def2-TZVPD basis) of 2 unconnected molecules or ions with the total composition C5H9ClNO2 in a non-equilibrium geometry.

The total charge is -1. As for the frontier orbital gap (spin up / spin down): 6.36 / 4.36 eV. As for the LUMO energy (spin up / spin down): 0.10839 / 0.09564 Eh. Its spin multiplicity is 1.

XYZ file:
```
18
Properties=species:S:1:pos:R:3:forces:R:3
C 2.02127 -1.47905 0.28341 -0.56 1.20 -0.80
C -1.88331 0.22319 1.38566 -0.84 -2.63 -3.89
C -1.57574 0.43985 -1.29437 3.25 0.30 0.82
C 1.93381 -0.04722 0.12308 1.83 -3.52 -0.23
C -2.30359 0.62733 -0.05129 -2.39 -0.68 1.97
N 2.99888 0.55861 -0.44621 2.40 -0.75 -0.83
O 3.37183 1.79249 -0.34703 -0.50 0.80 0.08
O 2.92253 -2.23477 -0.17617 -0.15 0.35 0.38
Cl -4.11557 0.22752 -0.17678 1.12 0.53 -0.20
H 1.11780 -1.92928 0.76178 0.20 0.06 0.04
H -0.83182 0.14455 1.39888 1.22 -0.24 0.38
H -2.40958 -0.76355 1.58300 1.07 0.69 -0.28
H -2.25801 0.80860 2.11918 -1.02 2.43 2.10
H -2.11797 0.40254 -2.17375 -1.71 -0.20 -1.44
H -0.94819 -0.49449 -1.24611 -0.25 0.80 -0.02
H -0.86955 1.31014 -1.49031 -0.41 -1.03 0.57
H 1.13989 0.47660 0.51658 -1.32 1.39 0.72
H 3.80731 -0.06306 -0.76956 -1.94 0.48 0.63
```
Forces are in eV/Å.


Record 4
The following is a DFT calculation (the ωB97M-V functional and the def2-TZVPD basis) of a single C5H9ClO2 molecule in a non-equilibrium geometry.

As for the frontier orbital gap: 9.38 eV. As for the LUMO energy: 0.01695 Eh. Its spin multiplicity is 1.

XYZ file:
```
17
Properties=species:S:1:pos:R:3:forces:R:3
C -2.77212 -0.69672 -0.26278 0.32 1.57 1.67
O -1.45833 -0.08554 -0.45898 -0.84 -1.65 -0.31
C -0.35471 -0.77739 0.03929 0.15 3.58 0.12
C 0.77986 0.02827 0.10628 -2.33 0.30 -1.36
C 0.87384 1.34647 -0.71065 -1.08 -0.98 -0.95
O 1.03744 2.45873 0.09422 -1.64 -0.29 5.67
C 1.93185 -0.44699 0.78053 2.87 -5.65 0.80
Cl 3.23745 -0.83276 -0.56046 -0.04 0.16 0.26
H -2.98746 -0.63245 0.83996 -0.02 -0.28 -1.05
H -3.60582 -0.22892 -0.81081 0.93 0.76 0.13
H -2.83333 -1.67467 -0.61857 0.48 -1.96 -0.30
H -0.52673 -1.76585 0.48482 0.26 0.42 -0.18
H -0.14824 1.44215 -1.25844 2.24 -0.21 0.16
H 1.85141 1.44612 -1.25578 -1.40 -1.18 -0.64
H 0.67311 2.09483 1.04031 1.23 2.06 -3.18
H 2.68562 0.01294 1.54765 -2.43 -0.45 -1.19
H 1.61617 -1.68821 1.00343 1.30 3.80 0.35
```
Forces are in eV/Å.


Record 5
The following is a DFT calculation (the ωB97M-V functional and the def2-TZVPD basis) of a molecular structure, C5H9CuNaO4 in a non-equilibrium geometry.

As for the frontier orbital gap (spin up / spin down): 3.32 / 7.44 eV. As for the LUMO energy (spin up / spin down): -0.02448 / -0.00644 Eh. Its spin multiplicity is 2.

XYZ file:
```
20
Properties=species:S:1:pos:R:3:forces:R:3
C 1.92971 -1.21351 -1.74978 0.08 0.09 -0.48
C 2.29876 -0.49775 -0.46115 -0.36 -1.42 0.67
O 1.63701 0.73910 -0.30667 -3.27 1.26 0.48
Na 1.50114 2.61339 -1.53652 -0.08 0.31 -0.04
H 2.42813 -2.19251 -1.79915 -0.23 0.22 0.07
H 0.84502 -1.34570 -1.86859 0.29 -0.08 0.26
H 2.26556 -0.64070 -2.62671 -0.01 -0.08 0.20
H 3.38736 -0.32471 -0.41746 -0.45 0.33 -0.04
H 2.07240 -1.14090 0.40764 0.00 0.18 -0.29
O -1.76683 1.52509 1.78054 -0.94 0.08 -0.04
C -0.00460 0.86118 -0.09931 -0.65 -0.48 -2.24
C -2.20126 0.22829 1.99871 0.60 0.37 0.13
O -0.47648 1.81510 -0.83838 1.89 -4.23 3.47
O -0.51258 -0.27873 0.47658 3.79 2.44 -2.45
C -1.86677 -0.59258 0.75421 -1.29 -0.12 0.36
Cu -2.26595 2.74478 0.30776 0.03 -0.25 0.44
H -3.24594 0.00660 2.30087 -0.01 0.59 -0.37
H -1.60538 -0.19290 2.84053 -0.10 -0.07 -0.31
H -2.49306 -0.44185 -0.13670 0.13 0.54 0.30
H -1.92624 -1.67168 0.97357 0.57 0.31 -0.12
```
Forces are in eV/Å.


Record 6
The following is a DFT calculation (the ωB97M-V functional and the def2-TZVPD basis) of a single C5H9F molecule in a non-equilibrium geometry.

As for the frontier orbital gap: 10.58 eV. As for the LUMO energy: 0.04039 Eh. Its spin multiplicity is 1.

XYZ file:
```
15
Properties=species:S:1:pos:R:3:forces:R:3
C -2.03861 0.83536 0.00432 0.15 -1.13 -1.37
C -1.26454 -0.26306 0.00984 -1.51 1.12 1.09
F -1.45197 -1.26240 -0.87388 -0.29 0.10 -0.36
C -0.15817 -0.56664 0.93502 0.20 1.15 1.60
C 1.08562 -0.69792 0.06899 -0.17 1.10 1.57
C 1.43934 0.54036 -0.73700 1.15 -0.84 0.93
H -1.92841 1.66961 0.66381 0.35 -0.02 0.49
H -2.77160 0.98165 -0.79286 0.15 -0.26 0.25
H -0.31216 -1.54009 1.54297 0.04 1.73 -0.85
H -0.04230 0.39158 1.60435 -0.28 -2.05 -0.80
H 0.90438 -1.55225 -0.48922 0.06 -1.54 -1.61
H 1.86529 -0.93188 0.75428 1.03 -0.23 0.39
H 1.70690 1.34978 -0.02694 -0.27 -0.21 -0.61
H 2.34560 0.24302 -1.29061 -0.40 0.62 -0.18
H 0.62064 0.80287 -1.37308 -0.21 0.46 -0.55
```
Forces are in eV/Å.


Record 7
The following is a DFT calculation (the ωB97M-V functional and the def2-TZVPD basis) of a single C5H9F molecule in a non-equilibrium geometry.

As for the frontier orbital gap: 10.79 eV. As for the LUMO energy: 0.04290 Eh. Its spin multiplicity is 1.

XYZ file:
```
15
Properties=species:S:1:pos:R:3:forces:R:3
C 2.67899 0.41106 -0.18769 -1.36 0.86 0.21
C 1.59246 -0.04450 0.46781 0.74 -0.66 -0.94
C 0.31199 -0.20693 -0.34950 -1.90 -0.12 2.53
C -1.02076 0.39034 0.34985 1.12 -0.76 -0.38
C -2.25988 -0.42369 -0.11773 1.18 -0.62 2.95
F -1.14100 1.73945 0.01309 -0.14 -0.21 0.17
H 2.60468 0.83648 -1.21218 -0.10 -0.54 0.76
H 3.58842 0.64389 0.31323 0.75 -0.33 0.34
H 1.69684 -0.52737 1.50603 -0.42 1.08 -1.60
H 0.00702 -1.26365 -0.31813 0.63 0.02 -0.60
H 0.37144 0.19121 -1.35571 0.19 -0.10 -0.11
H -0.85216 0.31917 1.45572 -0.44 0.17 -0.81
H -2.01548 -1.47552 0.17442 -0.31 0.65 -0.34
H -2.36605 -0.38920 -1.15014 -0.30 0.20 -1.92
H -3.19650 -0.20074 0.41094 0.34 0.37 -0.27
```
Forces are in eV/Å.


Record 8
The following is a DFT calculation (the ωB97M-V functional and the def2-TZVPD basis) of 2 unconnected molecules or ions with the total composition C5H9F2N2 in a non-equilibrium geometry.

The total charge is +1. As for the frontier orbital gap: 9.66 eV. As for the LUMO energy: -0.15134 Eh. Its spin multiplicity is 1.

XYZ file:
```
18
Properties=species:S:1:pos:R:3:forces:R:3
C 1.02261 -0.84119 1.22595 -4.61 2.31 0.17
C -1.60446 1.40449 -1.42875 -0.12 -0.33 -0.79
C -0.17257 1.41276 -1.44590 0.68 -1.31 -4.32
C -0.94043 0.03406 -1.21857 1.40 0.73 -1.49
C -0.97335 -0.41203 0.09725 0.02 -1.92 4.67
N 1.09458 -0.59045 2.54193 4.00 -2.68 -4.66
N 1.93881 -1.25994 0.42333 3.08 -1.39 1.45
F -1.39067 -1.67467 0.30997 0.25 1.09 -0.49
F -1.53508 0.38402 1.02251 0.89 -0.69 -0.60
H -2.03116 1.85704 -0.60571 -0.94 0.44 1.81
H -2.22538 1.55703 -2.27083 -0.11 -0.18 -1.12
H 0.33223 1.47325 -2.48897 -0.88 -0.28 1.98
H 0.39258 1.86952 -0.70520 0.75 0.40 1.59
H -0.87051 -0.82029 -1.93417 -0.20 1.30 0.31
H 0.48129 -0.18503 3.11844 -3.35 1.85 1.88
H 1.92299 -0.92595 2.98040 0.73 -0.08 0.75
H 1.66251 -1.72437 -0.42401 0.00 0.25 -0.31
H 2.89600 -1.55824 0.80231 -1.60 0.48 -0.82
```
Forces are in eV/Å.


Record 9
The following is a DFT calculation (the ωB97M-V functional and the def2-TZVPD basis) of a single C5H9F2NO4 molecule in a non-equilibrium geometry.

As for the frontier orbital gap: 11.08 eV. As for the LUMO energy: 0.01110 Eh. Its spin multiplicity is 1.

XYZ file:
```
21
Properties=species:S:1:pos:R:3:forces:R:3
C 1.95106 -1.22442 1.03270 -1.08 3.83 1.61
C 1.29560 0.11102 0.43919 1.39 -0.52 -1.02
C 1.84836 0.22304 -1.06630 -0.58 -0.31 2.95
O -0.13224 -0.19991 0.39275 0.64 1.56 -0.40
C -0.78937 0.75864 -0.43604 -0.73 -0.09 1.72
O -0.47842 2.08621 -0.13144 0.52 -0.29 -0.97
C -2.29584 0.39826 -0.23125 -0.85 -0.17 1.28
F -2.89031 1.16346 0.76159 0.94 -0.79 -1.51
F -3.08008 0.38004 -1.31702 0.57 1.11 0.37
N -2.39099 -1.09769 0.23839 -0.32 1.44 -0.51
O -2.59606 -1.35304 1.38479 0.05 -0.22 0.34
O -2.31024 -1.81224 -0.71809 0.29 -1.36 -0.08
H 1.80683 -1.74050 0.12074 0.26 -2.10 0.09
H 2.98683 -1.11114 1.47091 -1.10 -0.11 -1.04
H 1.24164 -1.32130 1.88066 0.51 -1.32 -0.56
H 1.43757 1.05707 1.01002 0.02 -0.83 -0.32
H 1.51332 -0.72459 -1.48553 -0.42 0.38 -0.76
H 2.92675 0.04258 -0.92248 -0.21 1.07 -0.60
H 1.43240 1.15966 -1.47730 1.08 -0.63 -0.49
H -0.47273 0.64623 -1.44887 -0.25 -0.34 -0.79
H -1.00409 2.55861 0.50260 -0.73 -0.31 0.70
```
Forces are in eV/Å.


Record 10
The following is a DFT calculation (the ωB97M-V functional and the def2-TZVPD basis) of 2 unconnected molecules or ions with the total composition C5H9F3N2O in a non-equilibrium geometry.

As for the frontier orbital gap: 9.82 eV. As for the LUMO energy: 0.02673 Eh. Its spin multiplicity is 1.

XYZ file:
```
20
Properties=species:S:1:pos:R:3:forces:R:3
C 0.13873 1.39687 -0.28994 0.49 -0.07 1.65
C -2.18493 -0.75476 0.12190 -0.35 3.22 0.28
C -0.75871 -1.01308 -0.25034 0.84 0.50 0.56
C 0.14864 0.03737 0.40043 2.84 -0.01 -0.23
C 2.09509 -0.50913 -0.09816 -2.86 -0.18 0.99
N 0.12360 1.44851 -1.62644 0.32 -0.18 -2.12
N 0.07690 0.19970 1.77533 -0.80 -2.83 0.65
O 0.17778 2.38256 0.39618 -0.39 1.11 0.71
F 2.96385 0.12779 0.72096 -0.51 -0.97 -0.46
F 2.40760 -0.18742 -1.35164 0.45 0.21 -0.59
F 2.23629 -1.88656 -0.03989 0.19 1.51 0.53
H -2.58600 0.14327 -0.51159 0.33 -1.84 1.22
H -2.28701 -0.50264 1.17555 0.26 0.61 0.12
H -2.77753 -1.60062 0.12495 -1.39 -1.79 -1.11
H -0.73057 -0.74515 -1.30908 0.63 -1.14 -0.09
H -0.43177 -2.02038 0.07081 -0.05 0.42 -0.71
H 0.81709 0.82641 -2.04152 -0.60 0.15 -0.23
H 0.13886 2.39586 -2.01632 0.13 -0.55 0.44
H 0.05234 -0.64459 2.35797 -0.16 0.17 -0.95
H 0.37977 0.90598 2.39085 0.63 1.66 -0.66
```
Forces are in eV/Å.


Number 1: molar mass 132.6 g mol⁻¹. Number 2: molar mass 146.6 g mol⁻¹. Number 3: molar mass 150.6 g mol⁻¹. Number 4: molar mass 136.6 g mol⁻¹. Number 5: molar mass 219.7 g mol⁻¹. Number 6: molar mass 88.1 g mol⁻¹. Number 7: molar mass 88.1 g mol⁻¹. Number 8: molar mass 135.1 g mol⁻¹. Number 9: molar mass 185.1 g mol⁻¹. Number 10: molar mass 170.1 g mol⁻¹.